No. 1
91
Properties=species:S:1:pos:R:3:lowdin_charge:R:1 method="wB97M-V/def2-TZVPD" lumo_ev=-0.46 e_homo_ev=-9.00 e_above_lowest_kj_mol=149.2 homo_lumo_gap_ev=8.5 fmax_ev_per_a=2.43 multiplicity=1
Sc 0.924 0.224 0.548 0.801
O 2.617 1.062 -2.750 0.097
C 1.991 1.276 -1.732 -0.544
O 1.045 0.509 -1.289 -0.141
C 2.279 2.542 -0.932 -0.031
C 3.342 3.333 -1.307 0.096
C 3.604 4.538 -0.649 -0.130
C 2.738 5.011 0.322 0.101
C 1.660 4.231 0.700 -0.046
C 1.471 2.912 0.187 -0.219
O 0.653 2.094 0.754 -0.158
N 0.758 4.751 1.678 -0.326
O 1.164 5.634 2.407 0.090
O -0.374 4.313 1.705 0.090
N 4.775 5.300 -0.978 -0.371
O 4.889 6.403 -0.486 0.079
O 5.591 4.785 -1.711 0.086
H 3.981 3.016 -2.121 0.138
H 2.912 5.971 0.792 0.137
F -7.237 -1.438 -0.179 0.135
C -6.016 -0.908 -0.133 -0.129
C -5.613 0.024 -1.081 -0.128
F -6.455 0.405 -2.042 0.131
C -4.335 0.579 -1.031 -0.195
F -4.045 1.460 -1.989 0.110
C -3.425 0.254 -0.029 -0.273
P -1.720 0.983 0.242 1.108
C -1.649 2.218 -1.106 -0.352
C -1.322 1.746 -2.378 -0.109
C -1.274 2.619 -3.448 -0.064
C -1.569 3.961 -3.264 -0.072
C -1.867 4.436 -2.000 -0.062
C -1.891 3.573 -0.916 -0.078
C -2.199 1.959 1.715 -0.404
C -1.396 1.898 2.851 -0.139
C -1.726 2.648 3.966 -0.067
C -2.860 3.443 3.960 -0.069
C -3.672 3.491 2.838 -0.063
C -3.344 2.752 1.716 -0.094
C -3.857 -0.696 0.899 -0.558
Br -2.716 -1.189 2.306 0.979
C -5.116 -1.280 0.859 -0.253
F -5.470 -2.188 1.771 0.081
H -1.120 0.692 -2.523 0.112
H -1.015 2.252 -4.429 0.109
H -1.561 4.636 -4.107 0.104
H -2.091 5.482 -1.847 0.107
H -2.088 3.962 0.071 0.085
H -0.505 1.270 2.854 0.091
H -1.098 2.616 4.843 0.110
H -3.114 4.026 4.831 0.105
H -4.562 4.103 2.832 0.107
H -3.977 2.797 0.840 0.114
C -0.994 -5.900 -0.662 -0.069
C -0.107 -4.825 -1.270 -0.296
O 0.357 -3.932 -0.261 -0.306
P 0.286 -2.316 -0.407 0.903
O 1.897 -1.989 -0.458 -0.349
C 2.623 -2.278 -1.671 -0.242
C 3.826 -3.162 -1.381 -0.044
O 0.149 -1.889 1.174 -0.441
C 0.758 -2.722 2.209 -0.239
C -0.232 -3.703 2.804 -0.067
H -1.212 -6.650 -1.416 0.079
H -1.930 -5.475 -0.309 0.078
H -0.485 -6.381 0.170 0.079
H -0.654 -4.268 -2.037 0.110
H 0.779 -5.280 -1.728 0.120
H 2.938 -1.329 -2.114 0.112
H 1.953 -2.782 -2.377 0.114
H 4.553 -2.636 -0.769 0.065
H 4.306 -3.437 -2.318 0.084
H 3.524 -4.070 -0.862 0.078
H 1.096 -2.029 2.982 0.112
H 1.618 -3.240 1.779 0.122
H -1.024 -3.169 3.320 0.030
H 0.282 -4.342 3.517 0.089
H -0.670 -4.323 2.030 0.064
Br 5.362 -1.698 6.366 0.746
C 5.261 -1.387 4.497 -0.651
C 6.331 -1.725 3.675 -0.175
N 6.312 -1.525 2.373 0.085
C 5.243 -0.983 1.822 -0.065
C 4.114 -0.625 2.560 -0.087
C 4.122 -0.831 3.936 -0.035
C 2.918 -0.077 1.868 -0.546
O 1.808 0.009 2.463 -0.040
O 3.001 0.254 0.662 0.006
H 7.238 -2.159 4.076 0.108
H 5.272 -0.820 0.753 0.122
H 3.271 -0.546 4.538 0.122

***

No. 2
74
Properties=species:S:1:pos:R:3:lowdin_charge:R:1 method="wB97M-V/def2-TZVPD" lumo_ev="-4.45 / -4.46" e_homo_ev="-10.32 / -10.32" e_above_lowest_kj_mol=282.7 total_charge=+1 homo_lumo_gap_ev="5.9 / 5.9" fmax_ev_per_a=2.58 multiplicity=1
Ir -0.075 0.017 -0.288 1.148
C -0.603 -2.721 1.265 -0.216
P 0.689 -1.459 1.537 1.066
C 1.744 -2.234 2.806 -0.339
C 1.589 -1.859 4.140 -0.084
C 2.304 -2.518 5.129 -0.065
C 3.172 -3.544 4.786 -0.060
C 3.339 -3.905 3.454 -0.057
C 2.630 -3.251 2.459 -0.069
C 1.794 -1.514 0.105 -0.485
C 1.892 -2.505 -0.886 -0.094
C 2.848 -2.402 -1.875 -0.042
C 3.729 -1.321 -1.902 -0.035
C 3.648 -0.326 -0.942 -0.051
C 2.682 -0.412 0.054 -0.131
C -1.838 -1.924 1.258 -0.399
C -3.049 -2.043 1.880 -0.030
C -3.779 -0.858 1.606 -0.033
C -2.980 -0.064 0.835 -0.393
C -3.115 1.289 0.292 -0.234
P -1.422 1.886 0.207 0.987
C -0.940 2.249 1.929 -0.351
C -1.867 2.470 2.942 -0.078
C -1.440 2.709 4.242 -0.062
C -0.087 2.721 4.541 -0.069
C 0.849 2.506 3.534 -0.073
C 0.422 2.279 2.237 -0.131
C -1.470 3.472 -0.635 -0.339
C -0.920 3.601 -1.908 -0.077
C -0.946 4.836 -2.541 -0.064
C -1.514 5.928 -1.904 -0.061
C -2.058 5.797 -0.631 -0.061
C -2.035 4.570 0.012 -0.071
N -1.797 -0.720 0.607 -0.129
H -0.577 -3.489 2.032 0.110
H -0.432 -3.170 0.283 0.083
H 0.907 -1.057 4.400 0.104
H 2.187 -2.228 6.165 0.112
H 3.722 -4.067 5.558 0.113
H 4.027 -4.696 3.188 0.113
H 2.765 -3.536 1.423 0.105
H 1.214 -3.346 -0.886 0.111
H 2.919 -3.170 -2.634 0.121
H 4.488 -1.266 -2.671 0.118
H 4.335 0.509 -0.954 0.117
H 2.664 0.324 0.850 0.092
H -3.366 -2.889 2.471 0.109
H -4.784 -0.622 1.921 0.110
H -3.755 1.957 0.866 0.102
H -3.493 1.270 -0.737 0.114
H -2.930 2.439 2.734 0.103
H -2.168 2.884 5.023 0.112
H 0.241 2.906 5.556 0.110
H 1.906 2.517 3.766 0.109
H 1.145 2.144 1.443 0.074
H -0.477 2.739 -2.394 0.082
H -0.517 4.945 -3.528 0.111
H -1.529 6.892 -2.396 0.112
H -2.494 6.652 -0.132 0.112
H -2.447 4.470 1.009 0.107
Br -0.492 -4.686 -6.297 0.764
C -0.427 -2.846 -5.865 -0.674
C -0.392 -1.902 -6.881 -0.106
C -0.345 -0.554 -6.554 -0.053
C -0.312 -0.156 -5.227 -0.011
C -0.344 -1.115 -4.222 -0.136
C -0.413 -2.469 -4.536 -0.062
C -0.283 -0.717 -2.797 -0.584
O 0.088 0.464 -2.466 -0.111
O -0.568 -1.526 -1.888 -0.062
H -0.387 -2.223 -7.913 0.108
H -0.336 0.186 -7.343 0.113
H -0.272 0.892 -4.963 0.117
H -0.461 -3.206 -3.747 0.113

***

No. 3
80
Properties=species:S:1:pos:R:3:lowdin_charge:R:1 method="wB97M-V/def2-TZVPD" lumo_ev="-0.47 / -0.51" s_squared=6.010 e_homo_ev="-6.77 / -6.81" e_above_lowest_kj_mol=0.0 homo_lumo_gap_ev="6.3 / 6.3" fmax_ev_per_a=0.92 multiplicity=5
Fe 0.782 -0.279 -0.035 0.758
O -0.245 -4.239 2.049 0.046
C -1.342 -3.837 2.713 -0.272
C -2.157 -4.807 3.299 -0.020
C -3.303 -4.440 3.974 -0.094
C -3.660 -3.099 4.087 -0.106
C -2.854 -2.133 3.516 -0.051
C -1.692 -2.479 2.824 -0.085
C -0.841 -1.445 2.182 -0.437
O 0.185 -1.822 1.497 -0.122
N -1.199 -0.194 2.339 0.050
N -0.350 0.652 1.679 -0.063
C -0.439 1.900 1.953 -0.099
C 0.481 2.902 1.485 -0.150
C 0.230 4.242 1.815 -0.066
C 1.117 5.247 1.509 -0.115
C 2.317 4.913 0.875 -0.102
C 2.598 3.608 0.544 -0.029
C 1.688 2.553 0.810 -0.354
O 1.985 1.340 0.469 -0.197
H 0.160 -3.410 1.684 0.052
H -1.868 -5.846 3.202 0.113
H -3.928 -5.203 4.421 0.100
H -4.557 -2.814 4.621 0.094
H -3.087 -1.081 3.607 0.097
H -1.222 2.230 2.643 0.125
H -0.694 4.477 2.330 0.103
H 0.897 6.274 1.771 0.092
H 3.039 5.690 0.652 0.098
H 3.536 3.349 0.066 0.101
C -1.372 -3.937 -2.093 -0.035
C -0.431 -4.951 -2.004 -0.042
C 0.837 -4.645 -1.550 0.003
C 1.142 -3.331 -1.201 -0.202
N 0.232 -2.355 -1.294 0.083
C -0.988 -2.660 -1.723 -0.143
C 2.465 -2.948 -0.664 -0.196
C 3.585 -3.772 -0.745 -0.001
C 4.761 -3.376 -0.133 -0.047
C 4.802 -2.162 0.534 -0.036
C 3.660 -1.378 0.528 -0.093
N 2.529 -1.763 -0.055 0.076
H -2.378 -4.133 -2.436 0.109
H -0.682 -5.967 -2.279 0.113
H 1.575 -5.427 -1.449 0.109
H -1.685 -1.830 -1.782 0.040
H 3.546 -4.709 -1.282 0.107
H 5.636 -4.012 -0.175 0.112
H 5.694 -1.826 1.042 0.109
H 3.631 -0.404 1.004 0.113
N 4.421 0.447 -6.759 0.172
C 3.811 0.425 -5.786 -0.172
C 3.055 0.391 -4.573 -0.216
C 3.585 0.897 -3.388 0.014
C 2.817 0.831 -2.240 -0.095
N 1.590 0.309 -2.213 0.038
C 1.085 -0.166 -3.351 -0.137
C 1.772 -0.152 -4.549 0.007
H 4.574 1.330 -3.368 0.123
H 3.177 1.210 -1.290 0.095
H 0.081 -0.568 -3.294 0.073
H 1.328 -0.553 -5.450 0.123
N -3.458 -0.234 0.113 0.109
C -2.862 0.890 -0.340 -0.815
S -1.601 0.754 -1.437 0.728
N -3.438 2.026 0.108 0.084
C -3.109 3.396 -0.030 -0.235
C -2.342 3.942 -1.054 -0.038
C -2.082 5.304 -1.064 -0.072
C -2.590 6.139 -0.083 -0.093
C -3.390 5.602 0.913 -0.091
C -3.648 4.244 0.938 -0.042
H -2.946 -1.083 -0.050 0.073
H -3.944 -0.210 0.997 0.105
H -4.147 1.870 0.809 0.138
H -1.950 3.315 -1.834 0.051
H -1.475 5.713 -1.861 0.108
H -2.372 7.199 -0.096 0.103
H -3.807 6.239 1.682 0.105
H -4.272 3.829 1.724 0.112

***

No. 4
74
Properties=species:S:1:pos:R:3:lowdin_charge:R:1 method="wB97M-V/def2-TZVPD" lumo_ev="-2.97 / -3.13" s_squared=0.929 e_homo_ev="-10.17 / -9.73" e_above_lowest_kj_mol=315.6 total_charge=+1 homo_lumo_gap_ev="7.2 / 6.6" fmax_ev_per_a=0.67 multiplicity=2
Re -0.713 1.370 -0.032 0.988
S 2.092 1.887 -2.721 0.724
C 3.205 0.829 -1.850 -0.630
C 4.578 0.735 -1.728 -0.062
C 5.062 -0.266 -0.892 -0.070
C 4.206 -1.130 -0.207 -0.075
C 2.823 -1.038 -0.345 -0.077
C 2.362 -0.046 -1.187 -0.587
S 0.776 0.500 -1.774 0.605
H 5.249 1.410 -2.245 0.119
H 6.132 -0.373 -0.763 0.112
H 4.626 -1.888 0.443 0.110
H 2.153 -1.700 0.198 0.100
C 4.429 2.788 1.331 -0.082
C 3.577 1.774 1.735 -0.080
C 2.222 1.844 1.430 -0.053
C 1.714 2.918 0.709 -0.326
C 2.569 3.943 0.320 -0.039
C 3.919 3.874 0.626 -0.065
N 0.319 2.959 0.410 -0.180
C -0.331 4.207 0.652 -0.332
C -0.030 4.975 1.772 -0.024
C -0.740 6.139 2.023 -0.069
C -1.750 6.550 1.160 -0.085
C -2.037 5.795 0.033 -0.076
C -1.322 4.631 -0.224 -0.061
H 5.484 2.744 1.575 0.108
H 3.956 0.931 2.302 0.110
H 1.542 1.081 1.790 0.093
H 2.173 4.793 -0.224 0.125
H 4.578 4.677 0.316 0.109
H 0.754 4.653 2.448 0.122
H -0.503 6.729 2.901 0.108
H -2.299 7.463 1.360 0.106
H -2.807 6.116 -0.659 0.107
H -1.511 4.056 -1.122 0.099
O -1.767 -0.442 -0.092 -0.535
P -1.695 -1.950 -0.316 0.835
C -0.964 -2.381 -1.879 -0.324
C -1.617 -1.949 -3.038 -0.083
C -1.013 -2.117 -4.271 -0.056
C 0.239 -2.723 -4.356 -0.050
C 0.883 -3.166 -3.210 -0.055
C 0.284 -2.993 -1.969 -0.088
C -0.707 -2.688 0.976 -0.282
C -0.483 -4.066 0.996 -0.081
C 0.291 -4.624 2.000 -0.056
C 0.836 -3.812 2.990 -0.058
C 0.605 -2.444 2.980 -0.062
C -0.168 -1.879 1.973 -0.078
C -3.349 -2.612 -0.274 -0.275
C -4.308 -1.970 0.511 -0.059
C -5.583 -2.503 0.609 -0.061
C -5.900 -3.676 -0.066 -0.059
C -4.947 -4.318 -0.847 -0.061
C -3.670 -3.788 -0.954 -0.072
H -2.589 -1.473 -2.973 0.122
H -1.514 -1.779 -5.169 0.114
H 0.710 -2.853 -5.323 0.115
H 1.854 -3.642 -3.278 0.116
H 0.795 -3.335 -1.077 0.095
H -0.909 -4.704 0.228 0.116
H 0.466 -5.693 2.014 0.114
H 1.438 -4.253 3.776 0.113
H 1.020 -1.816 3.759 0.113
H -0.360 -0.813 1.969 0.079
H -4.055 -1.052 1.030 0.106
H -6.332 -2.005 1.211 0.111
H -6.897 -4.089 0.013 0.113
H -5.200 -5.227 -1.377 0.112
H -2.932 -4.282 -1.577 0.111
N -3.008 2.353 1.903 0.177
C -2.161 1.987 1.195 -0.240
H -3.749 2.849 2.352 0.100

***

No. 5
71
Properties=species:S:1:pos:R:3:lowdin_charge:R:1 method="wB97M-V/def2-TZVPD" lumo_ev=-1.08 e_homo_ev=-7.51 homo_lumo_gap_ev=6.4 fmax_ev_per_a=2.52 multiplicity=1
C -5.796 0.011 -4.813 -0.061
O -5.598 -0.154 -3.390 -0.092
C -4.401 0.130 -2.795 -0.248
C -4.229 -0.244 -1.437 0.004
C -3.018 -0.094 -0.804 -0.008
C -1.878 0.403 -1.495 -0.185
C -0.639 0.572 -0.748 0.013
C 0.535 0.993 -1.494 -0.211
C 1.242 2.167 -1.142 0.054
C 2.319 2.573 -1.903 -0.136
C 2.676 1.818 -3.049 -0.207
O 3.773 2.300 -3.696 -0.016
C 4.211 3.514 -2.984 -0.110
C 3.265 3.718 -1.794 -0.096
C 1.977 0.669 -3.447 0.025
C 0.890 0.298 -2.691 -0.038
C -2.089 0.840 -2.838 -0.019
C -3.301 0.719 -3.477 -0.012
H -6.828 -0.314 -4.964 0.091
H -5.705 1.056 -5.134 0.090
H -5.125 -0.628 -5.402 0.096
H -5.080 -0.660 -0.906 0.119
H -2.911 -0.334 0.251 0.110
H -0.843 1.020 0.236 0.084
H 0.891 2.775 -0.304 0.118
H 5.248 3.348 -2.671 0.123
H 4.176 4.342 -3.696 0.120
H 2.781 4.699 -1.837 0.122
H 3.825 3.689 -0.858 0.123
H 2.301 0.143 -4.331 0.118
H 0.266 -0.520 -3.043 0.116
H -1.273 1.315 -3.389 0.117
H -3.441 1.068 -4.502 0.107
C 2.155 -4.115 -0.499 -0.090
C 1.270 -3.389 -1.296 -0.074
C 0.583 -2.298 -0.757 -0.034
C 0.876 -1.833 0.533 -0.192
C 0.252 -0.567 1.039 -0.072
C 1.341 0.386 1.434 -0.335
C 1.073 1.486 2.438 -0.153
C 1.911 1.520 3.558 -0.022
C 1.958 2.669 4.353 -0.076
C 1.204 3.796 3.999 -0.088
C 0.336 3.734 2.909 -0.069
C 0.235 2.561 2.160 -0.051
O 2.469 0.305 0.965 0.117
C -0.785 -0.680 2.088 -0.309
C -0.877 -1.988 2.853 -0.165
C -1.441 -3.111 2.248 -0.028
C -1.393 -4.332 2.925 -0.069
C -0.835 -4.395 4.213 -0.086
C -0.387 -3.230 4.851 -0.078
C -0.446 -2.005 4.184 -0.025
O -1.555 0.252 2.375 0.074
C 1.787 -2.564 1.326 -0.026
C 2.377 -3.727 0.831 -0.069
H 2.676 -4.982 -0.892 0.096
H 1.081 -3.666 -2.339 0.104
H -0.178 -1.751 -1.316 0.091
H 2.533 0.648 3.784 0.123
H 2.611 2.693 5.230 0.104
H 1.289 4.719 4.581 0.103
H -0.272 4.594 2.623 0.106
H -0.478 2.503 1.340 0.101
H -1.897 -3.006 1.263 0.122
H -1.783 -5.228 2.438 0.105
H -0.773 -5.358 4.724 0.100
H 0.011 -3.274 5.867 0.103
H -0.159 -1.071 4.672 0.121
H 1.981 -2.222 2.349 0.125
H 3.026 -4.308 1.490 0.104

***

No. 6
82
Properties=species:S:1:pos:R:3:lowdin_charge:R:1 method="wB97M-V/def2-TZVPD" lumo_ev="-10.10 / -12.36" s_squared=3.790 e_homo_ev="-16.49 / -16.64" e_above_lowest_kj_mol=148.3 total_charge=+3 homo_lumo_gap_ev="6.4 / 4.3" fmax_ev_per_a=7.70 multiplicity=4
C -2.743 4.787 -1.363 -0.040
C -1.556 3.923 -1.530 -0.482
C -1.401 2.899 -2.474 -0.060
C -0.170 2.250 -2.400 0.003
C 0.603 2.621 -1.246 -0.445
B -2.265 -1.142 0.371 -0.536
C 2.081 2.602 -1.326 -0.197
C 2.869 3.613 -0.772 0.052
C 4.239 3.429 -0.636 -0.065
C 5.062 4.448 0.102 -0.495
F 6.274 4.675 -0.487 0.151
F 4.426 5.652 0.216 0.137
F 5.319 4.013 1.387 0.121
C 4.860 2.275 -1.107 0.102
C 4.070 1.280 -1.671 -0.087
C 4.684 -0.044 -2.024 -0.496
F 3.762 -1.064 -1.887 0.081
F 5.142 -0.104 -3.308 0.157
F 5.727 -0.359 -1.197 0.134
C 2.701 1.461 -1.843 0.050
O -2.973 -0.604 1.410 0.152
C -4.365 -0.772 1.044 -0.442
C -4.946 -1.842 1.961 -0.001
C -5.078 0.530 1.350 0.008
C -4.305 -1.206 -0.490 -0.441
C -5.256 -2.302 -0.918 0.008
C -4.419 -0.021 -1.456 0.004
O -2.972 -1.751 -0.632 0.138
S -0.136 4.129 -0.600 1.207
H -3.366 4.731 -2.260 0.108
H -3.347 4.466 -0.504 0.114
H -2.442 5.827 -1.199 0.108
H -2.182 2.674 -3.202 0.141
H 0.170 1.447 -3.055 0.148
H 2.429 4.541 -0.407 0.114
H 5.931 2.140 -1.003 0.157
H 2.106 0.678 -2.306 0.133
H -6.038 -1.865 1.861 0.111
H -4.543 -2.838 1.742 0.090
H -4.702 -1.590 3.002 0.109
H -6.165 0.396 1.263 0.115
H -4.847 0.831 2.380 0.111
H -4.766 1.336 0.678 0.080
H -6.291 -1.947 -0.857 0.116
H -5.041 -2.567 -1.959 0.106
H -5.145 -3.205 -0.308 0.091
H -5.421 0.423 -1.405 0.111
H -3.660 0.754 -1.263 0.083
H -4.276 -0.382 -2.483 0.106
O 4.276 -3.420 1.308 0.254
C 3.163 -3.736 1.146 -0.014
Cr 1.300 -4.077 1.107 0.421
C 1.306 -2.761 2.449 -0.019
O 1.465 -1.990 3.306 0.284
C 1.519 -5.285 2.571 0.021
O 1.706 -5.880 3.556 0.273
C 0.366 -5.529 -0.214 -0.046
C 1.321 -4.789 -0.922 -0.047
C 1.281 -3.384 -0.890 -0.051
C 0.199 -2.679 -0.286 -0.179
C 0.225 -1.225 -0.214 0.001
C -0.739 -0.308 -0.064 0.102
C -0.191 1.176 -0.020 0.024
C 0.942 1.232 0.941 -0.240
C 1.146 2.254 1.894 -0.007
C 2.380 2.345 2.534 -0.028
C 3.369 1.383 2.310 -0.027
C 3.116 0.298 1.458 -0.058
C 1.911 0.241 0.800 -0.068
C -0.655 -3.457 0.543 -0.063
C -0.625 -4.858 0.521 -0.031
H 0.409 -6.620 -0.203 0.170
H 2.123 -5.296 -1.465 0.172
H 2.061 -2.808 -1.392 0.149
H -1.026 1.847 0.198 0.106
H 0.355 2.985 2.084 0.121
H 2.579 3.184 3.205 0.134
H 4.337 1.454 2.809 0.130
H 3.861 -0.488 1.317 0.113
H 1.588 -0.672 0.086 0.107
H -1.359 -2.944 1.213 0.153
H -1.348 -5.420 1.121 0.174

***

no.,electronic energy (Ha)
1,-9486.08868
2,-4994.01244
3,-3753.73326
4,-2828.49399
5,-1728.77630
6,-3870.32792